{
  "formula": "C4H8O2",
  "method": "ωB97M-V/def2-TZVPD",
  "species": ["O", "C", "C", "C", "C", "O", "H", "H", "H", "H", "H", "H", "H", "H"],
  "xyz": [[-0.58017, -1.10490, 1.06311], [-1.44713, -0.25619, 0.31466], [-0.59898, 0.73874, -0.53531], [0.79507, 0.72933, 0.11425], [1.70373, -0.32006, -0.35879], [1.31585, -1.46116, -0.59852], [0.03309, -1.51558, 0.38136], [-2.07007, 0.27843, 1.04162], [-2.07998, -0.89867, -0.30019], [-1.02125, 1.75297, -0.51989], [-0.57421, 0.40510, -1.57955], [1.27709, 1.70637, 0.24240], [0.45844, 0.07740, 1.06958], [2.78851, -0.13177, -0.33473]],
  "forces_ev_per_a": [[-0.59, -0.80, -0.20], [-0.23, -0.10, -0.04], [-0.08, -0.16, 0.02], [-0.22, -0.27, 0.57], [0.05, -0.48, 0.01], [0.55, 0.41, -0.39], [-0.72, -0.05, 0.61], [0.12, -0.14, -0.15], [-0.13, 0.29, -0.11], [0.08, -0.34, 0.04], [0.09, 0.07, 0.18], [-0.21, -0.44, 0.15], [1.27, 1.87, -0.51], [0.01, 0.11, -0.18]],
  "homo_ev": -9.89,
  "e_tot_ha": -307.63264,
  "multiplicity": 1,
  "smiles": "O=CCCCO",
  "e_above_lowest_kcal_mol": 50.1
}

=====

{
  "formula": "C4H8O2",
  "method": "ωB97M-V/def2-TZVPD",
  "species": ["C", "C", "O", "C", "C", "O", "H", "H", "H", "H", "H", "H", "H", "H"],
  "xyz": [[-0.01317, -1.15591, -1.26394], [-0.36268, -0.95205, 0.19900], [0.69574, -1.33183, 1.01831], [0.28073, 0.01945, 1.13218], [0.17312, 1.18056, 0.07231], [-0.17718, 2.28867, 0.83662], [1.02212, -0.88439, -1.50552], [-0.68270, -0.66441, -1.97806], [-0.10230, -2.23674, -1.39763], [-1.40589, -1.04651, 0.46860], [-0.29041, 0.17218, 2.05642], [-0.67730, 1.10091, -0.64876], [1.07333, 1.25173, -0.54060], [0.46659, 2.25832, 1.55105]],
  "forces_ev_per_a": [[-0.10, -0.06, 0.05], [-0.57, -1.41, 0.15], [0.66, -0.06, 0.01], [-1.80, 0.43, -1.64], [0.80, 0.37, 0.15], [0.58, 0.90, 0.21], [-0.27, 0.01, 0.24], [-0.01, -0.07, 0.26], [0.01, 0.04, -0.26], [-0.15, -1.23, 0.18], [0.15, 0.25, -0.40], [0.56, -0.22, 0.68], [0.23, 0.45, 0.09], [-0.10, 0.60, 0.28]],
  "homo_ev": -8.99,
  "e_tot_ha": -307.55030,
  "multiplicity": 1,
  "smiles": "C[C@H]1O[C@H]1CO",
  "e_above_lowest_kcal_mol": 101.7
}

=====

{
  "formula": "C4H8O2",
  "method": "ωB97M-V/def2-TZVPD",
  "species": ["C", "C", "O", "C", "C", "O", "H", "H", "H", "H", "H", "H", "H", "H"],
  "xyz": [[-2.21732, -0.10764, 0.31436], [-0.29160, -0.80874, 0.05978], [-0.91722, 0.34693, -0.23279], [1.60547, 1.11063, -0.68303], [2.16480, 0.16265, 0.05866], [0.18720, -1.06423, 1.12480], [-2.29380, -1.16076, 0.66474], [-2.90822, 0.02056, -0.50392], [-2.35932, 0.51889, 1.18441], [-0.41911, -1.51572, -0.77656], [1.40671, 0.96974, -1.74245], [1.29991, 2.06058, -0.25446], [2.31843, 0.28271, 1.12815], [2.42405, -0.81559, -0.34166]],
  "forces_ev_per_a": [[-0.59, 0.72, -0.17], [0.86, -0.88, 0.45], [-1.10, -0.85, 0.67], [0.58, 0.07, -0.03], [0.39, 0.36, -0.27], [-0.19, -0.39, -0.24], [0.46, 0.62, -0.44], [-0.57, 0.29, 0.15], [-0.55, 0.12, 0.02], [0.51, -0.24, 0.05], [0.05, 0.01, 0.13], [0.06, -0.13, -0.06], [0.01, 0.05, -0.22], [0.08, 0.24, -0.03]],
  "homo_ev": -9.55,
  "e_tot_ha": -307.59079,
  "multiplicity": 1,
  "smiles": "COC=O.C=C",
  "e_above_lowest_kcal_mol": 76.3
}

=====

{
  "formula": "C4H8O2",
  "method": "ωB97M-V/def2-TZVPD",
  "species": ["C", "C", "C", "O", "C", "O", "H", "H", "H", "H", "H", "H", "H", "H"],
  "xyz": [[-1.63307, 0.04677, 0.69645], [-0.21600, 0.58829, 0.78879], [0.78363, -1.35964, -0.95845], [1.73163, -0.42107, -0.92848], [1.48596, 0.81520, -0.67759], [0.21741, 1.19768, -0.46114], [-1.90594, -0.42381, 1.64720], [-2.33249, 0.86930, 0.51620], [-1.77894, -0.69705, -0.09170], [-0.17808, 1.36976, 1.54842], [1.14990, -2.34276, -1.19675], [-0.20395, -1.01684, -1.23410], [0.56853, -0.13483, 1.04396], [2.31142, 1.50900, -0.69281]],
  "forces_ev_per_a": [[0.00, 0.04, 0.04], [-0.14, 0.07, 0.29], [-0.22, -0.28, -0.28], [0.42, -0.45, -0.07], [0.00, 0.75, -0.17], [0.05, 0.00, -0.03], [0.07, 0.10, -0.09], [0.10, -0.09, 0.03], [0.17, 0.17, 0.16], [0.00, 0.11, -0.05], [0.14, 0.08, -0.14], [0.12, -0.19, 0.12], [-0.64, -0.28, 0.24], [-0.07, -0.05, -0.06]],
  "homo_ev": [-7.31, -6.91],
  "e_tot_ha": -307.53833,
  "multiplicity": 1,
  "e_above_lowest_kcal_mol": 109.3
}

=====

{
  "formula": "C4H8O2",
  "method": "ωB97M-V/def2-TZVPD",
  "species": ["C", "C", "O", "C", "C", "O", "H", "H", "H", "H", "H", "H", "H", "H"],
  "xyz": [[0.52121, 0.79455, 0.99171], [1.34719, 0.32353, -0.19270], [0.47609, 0.07555, -1.29462], [-0.48157, -0.90665, -0.95493], [-1.28089, -0.45144, 0.25914], [-0.43494, -0.15296, 1.37462], [0.78870, 1.56620, 1.69998], [0.05238, 1.85487, 0.64161], [1.99141, 1.15189, -0.47328], [1.96975, -0.57995, -0.05273], [0.00740, -1.87492, -0.75255], [-1.13910, -1.03789, -1.82391], [-1.98551, -1.22677, 0.57576], [-1.83212, 0.46398, 0.00188]],
  "forces_ev_per_a": [[-1.50, 2.73, -1.62], [0.22, 0.45, 0.25], [0.16, 0.00, -0.06], [-0.12, -0.09, 0.16], [-0.14, 0.02, -0.01], [0.01, 0.31, 0.05], [1.92, -1.68, 1.99], [-0.68, -2.25, -1.22], [0.20, -0.03, -0.26], [-0.30, 0.30, 0.45], [-0.01, 0.18, 0.04], [0.12, 0.09, 0.21], [0.15, 0.11, 0.03], [-0.02, -0.13, -0.01]],
  "homo_ev": -9.55,
  "e_tot_ha": -307.60749,
  "multiplicity": 1,
  "smiles": "C1COCCO1",
  "e_above_lowest_kcal_mol": 65.8
}

=====

{
  "formula": "C4H8O2",
  "method": "ωB97M-V/def2-TZVPD",
  "species": ["C", "C", "C", "C", "H", "H", "H", "H", "H", "H", "H", "H", "O", "O"],
  "xyz": [[-1.28993, 1.03643, -0.29853], [-0.33864, 0.00406, 0.18596], [-0.14792, -1.14822, -0.78594], [1.89676, 0.18619, 1.07167], [-0.96377, 1.44281, -1.25916], [-1.37642, 1.83096, 0.43754], [-2.28290, 0.56836, -0.38643], [-0.63728, -0.37637, 1.19088], [0.63236, -1.85723, -0.49732], [0.07918, -0.80322, -1.76267], [-1.09770, -1.66796, -0.95988], [2.70828, 0.94921, 1.07571], [0.92450, 0.68670, 0.32540], [1.89346, -0.85172, 1.66278]],
  "forces_ev_per_a": [[-0.89, 0.05, -0.03], [0.66, -1.20, 0.63], [-0.70, -0.63, 0.34], [0.32, 0.67, 0.08], [-0.15, -0.02, 0.10], [0.03, 0.20, -0.06], [0.26, 0.25, -0.20], [0.24, 0.20, -0.64], [-0.28, 0.12, 0.22], [0.56, 0.75, -0.94], [0.12, -0.16, 0.48], [-0.09, -0.55, 0.09], [-0.04, 0.57, -0.17], [-0.02, -0.25, 0.10]],
  "homo_ev": -10.64,
  "e_tot_ha": -307.69293,
  "multiplicity": 1,
  "smiles": "CC(C)OC=O",
  "e_above_lowest_kcal_mol": 12.2
}

=====

{
  "formula": "C4H8O2",
  "method": "ωB97M-V/def2-TZVPD",
  "species": ["C", "C", "O", "C", "C", "O", "H", "H", "H", "H", "H", "H", "H", "H"],
  "xyz": [[-1.84605, -0.58882, -0.26032], [-0.55905, -0.12232, -0.91732], [-0.10194, 1.01048, -0.19164], [1.23066, 0.99900, 0.23227], [1.59837, -0.19393, 1.10205], [2.70396, -0.35647, 1.55608], [-2.55204, 0.24621, -0.21945], [-1.64091, -0.89903, 0.76966], [-2.31303, -1.41966, -0.79913], [0.19775, -0.92091, -0.92461], [-0.73245, 0.16154, -1.96401], [1.35443, 1.89327, 0.85286], [1.95278, 1.07630, -0.59616], [0.77135, -0.90527, 1.31878]],
  "forces_ev_per_a": [[-0.03, -0.02, 0.02], [-0.07, -0.19, -0.11], [-0.09, 0.03, 0.09], [0.23, 0.08, 0.04], [0.33, 0.04, 0.11], [-0.48, 0.04, -0.22], [0.07, -0.14, -0.03], [-0.08, -0.02, -0.15], [0.12, 0.12, 0.04], [-0.11, 0.12, 0.03], [0.05, 0.02, 0.14], [0.09, -0.09, -0.08], [-0.11, -0.10, 0.08], [0.10, 0.09, 0.05]],
  "homo_ev": -9.73,
  "e_tot_ha": -307.65025,
  "multiplicity": 1,
  "smiles": "CCOCC=O",
  "e_above_lowest_kcal_mol": 39.0
}

=====

{
  "formula": "C4H8O2",
  "method": "ωB97M-V/def2-TZVPD",
  "species": ["C", "C", "C", "O", "C", "O", "H", "H", "H", "H", "H", "H", "H", "H"],
  "xyz": [[-2.09124, 0.52862, 0.15700], [1.52503, -1.44584, 0.16982], [1.72553, -0.07236, -0.32699], [0.86762, 0.49687, -1.31685], [1.17810, -0.48993, 0.98313], [-1.02568, 1.33562, 0.58830], [-2.73280, 0.33186, 1.02076], [-2.70338, 1.01481, -0.61841], [-1.74846, -0.44433, -0.23405], [1.60414, -2.50269, -0.04341], [2.70820, 0.38902, -0.42837], [0.32293, -0.21596, -1.67647], [0.74656, -0.15571, 1.91383], [-0.37194, 1.34723, -0.13331]],
  "forces_ev_per_a": [[-0.38, -0.23, -0.06], [-0.06, 0.09, 0.12], [0.30, 0.07, 0.08], [-0.13, -0.20, -0.13], [0.04, -0.20, -0.06], [0.19, 0.16, -0.15], [0.06, 0.02, -0.13], [0.12, -0.07, 0.12], [-0.05, 0.16, 0.09], [-0.02, 0.17, 0.04], [-0.15, -0.10, 0.04], [0.08, 0.16, 0.00], [0.09, -0.08, -0.14], [-0.11, 0.05, 0.18]],
  "homo_ev": -10.00,
  "e_tot_ha": -307.57316,
  "multiplicity": 1,
  "smiles": "OC1C=C1.CO",
  "e_above_lowest_kcal_mol": 87.4
}